1.
Molecular formula: C21H31Cl8F4NO14
Method: DFT, wB97M-V/def2-TZVPD

Structure (XYZ):
```
79
Properties=species:S:1:pos:R:3:mulliken_charge:R:1
C 12.1742 23.1505 -15.3214 -0.40
N 10.7992 22.6529 -15.5461 0.99
O 10.0205 23.4272 -16.0634 -0.59
O 10.5377 21.5219 -15.1600 -0.50
H 12.7967 22.3519 -14.9315 -0.09
H 12.1626 23.9286 -14.5651 0.33
H 12.5923 23.4927 -16.2591 0.29
C 13.4627 17.0234 -17.1922 -0.50
C 14.6721 17.1828 -16.2599 0.24
O 14.1852 18.1650 -15.3303 -0.16
C 13.3218 18.9646 -16.0229 0.41
O 12.9720 20.0149 -15.6673 -0.31
O 12.9602 18.3749 -17.2023 -0.36
F 15.7866 17.6988 -16.9241 -0.23
H 12.6964 16.3815 -16.7523 0.31
H 13.7077 16.6680 -18.1911 0.32
H 14.9166 16.2730 -15.7186 0.32
C 19.7257 17.8785 -17.6402 -0.09
C 20.8063 17.3797 -18.5992 0.21
O 21.7114 16.7626 -17.6726 -0.36
C 21.5982 17.3490 -16.4549 0.40
O 22.3207 17.2256 -15.5459 -0.50
O 20.4658 18.0876 -16.4044 -0.13
F 21.4314 18.4205 -19.2832 -0.23
H 19.0126 17.0501 -17.5118 0.35
H 19.2217 18.7717 -18.0016 0.00
H 20.5323 16.6079 -19.3180 0.27
C 20.9980 21.2646 -16.8045 0.41
C 22.3700 21.5955 -16.2033 0.34
O 23.1694 21.8187 -17.3228 -0.36
C 22.5434 21.3443 -18.4662 0.63
O 23.0747 21.2590 -19.5030 -0.49
O 21.2673 21.0202 -18.1962 -0.36
F 22.8950 20.5281 -15.4625 -0.30
H 20.2815 22.0874 -16.7760 0.25
H 20.5003 20.4290 -16.3229 -0.42
H 22.3666 22.4581 -15.5374 0.26
C 20.2771 19.0732 -13.0382 0.02
C 19.8756 17.8455 -12.2142 0.18
O 18.8089 17.2818 -12.9690 -0.43
C 18.4178 18.1385 -13.9514 0.28
O 17.4743 17.9731 -14.6612 -0.44
O 19.2100 19.2578 -13.9662 0.30
F 19.3596 18.1812 -10.9893 -0.31
H 21.2450 18.9036 -13.5177 0.18
H 20.4073 19.9742 -12.4338 -0.05
H 20.6403 17.0923 -12.0740 0.33
Cl 17.7112 22.6414 -12.7118 -0.03
C 19.1903 23.6175 -12.6670 -0.34
C 19.9708 23.4577 -11.4021 -0.31
Cl 19.0880 24.0935 -9.9971 -0.19
H 18.9276 24.6600 -12.8234 0.41
H 19.8006 23.3082 -13.5179 -0.05
H 20.9331 23.9630 -11.4943 0.39
H 20.2104 22.4201 -11.1712 0.13
Cl 14.5398 20.5490 -12.3039 -0.09
C 12.9235 20.0884 -11.7121 -0.67
C 12.1002 19.5544 -12.8527 0.54
Cl 10.4533 19.2114 -12.2768 -0.21
H 12.4482 20.9761 -11.3190 0.34
H 13.0756 19.3281 -10.9567 0.35
H 12.5225 18.6755 -13.3249 0.02
H 12.0045 20.3203 -13.6220 -0.30
Cl 18.8456 23.5890 -20.7259 -0.16
C 17.0878 23.3774 -20.5816 -0.40
C 16.6546 21.9664 -20.8588 -0.03
Cl 16.9481 21.4685 -22.5388 -0.20
H 16.6326 24.0564 -21.2976 0.41
H 16.7342 23.6614 -19.5906 0.20
H 15.5908 21.8640 -20.6275 0.31
H 17.1377 21.2374 -20.2124 -0.10
Cl 17.8300 21.3664 -17.5009 -0.11
C 17.2948 21.0850 -15.8028 0.65
C 15.8454 21.5006 -15.6537 0.38
Cl 15.8100 23.2796 -15.7547 -0.21
H 17.9576 21.6277 -15.1319 -0.12
H 17.4901 20.0326 -15.5941 -0.68
H 15.4723 21.2506 -14.6648 -0.36
H 15.2544 21.0267 -16.4273 0.37
```

Properties
structure (SMILES): O=C1OC[C@@H](F)O1.O=C1OC[C@@H](F)O1.O=C1OC[C@@H](F)O1.O=C1OC[C@@H](F)O1.C[N+](=O)[O-].ClCCCl.ClCCCl.ClCCCl.ClCCCl
charge: 0
E_HOMO: -10.7 eV

2.
Molecular formula: C21H31ClIrN2O9P
Method: DFT, wB97M-V/def2-TZVPD

Structure (XYZ):
```
66
Properties=species:S:1:pos:R:3:nbo_charge:R:1
Ir 0.2212 1.1305 -0.1820 1.06
C -1.1903 3.6985 1.2074 -0.27
O 0.0406 2.9215 1.2805 -0.54
C 1.2310 3.7438 1.2345 -0.11
C 1.6896 3.8249 -0.1994 -0.11
O 2.0628 2.5114 -0.6108 -0.61
C 3.4515 2.1883 -0.4049 -0.26
H -1.1556 4.4125 0.3841 0.21
H -1.3185 4.2420 2.1424 0.23
H -2.0127 3.0116 1.0621 0.24
H 1.9822 3.2526 1.8527 0.21
H 1.0325 4.7410 1.6260 0.25
H 2.5105 4.5342 -0.3072 0.24
H 0.8546 4.1303 -0.8310 0.23
H 4.0767 2.8656 -0.9855 0.23
H 3.6176 1.1709 -0.7503 0.20
H 3.7328 2.2769 0.6465 0.20
O -1.6986 0.3525 -5.8225 -0.62
C -0.8762 -0.6110 -5.5171 0.79
O -0.5904 -1.5133 -6.2399 -0.50
C -0.2196 -0.6108 -4.1222 -0.20
C 0.6520 -1.6079 -3.7240 0.17
Cl 1.1047 -2.9092 -4.6747 0.27
N 1.0746 -1.3167 -2.4091 -0.18
N 0.4712 -0.1444 -2.0166 -0.31
C -0.2860 0.2675 -3.0095 0.18
C -1.0744 1.5298 -2.7807 0.76
O -1.7902 1.9494 -3.6404 -0.49
O -0.8927 2.0543 -1.6031 -0.60
C 1.9520 -1.9905 -1.5688 0.37
C 2.5980 -3.2089 -1.9629 -0.16
C 3.4641 -3.8401 -1.1165 -0.18
C 3.7502 -3.2953 0.1460 0.04
C 3.1165 -2.0912 0.5537 -0.15
C 2.2390 -1.4642 -0.2716 -0.22
H -1.8525 1.0398 -5.1479 0.52
H 2.4103 -3.6299 -2.9284 0.27
H 3.9353 -4.7652 -1.4215 0.28
H 4.4594 -3.7863 0.8018 0.27
H 3.3471 -1.6686 1.5228 0.26
H 1.7789 -0.5456 0.0534 0.18
C 0.7169 -1.2923 3.7701 -0.64
C 0.0780 -0.1689 2.9980 -0.04
O -1.0043 -0.7157 2.1854 -0.82
P -1.5120 -0.0046 0.8827 2.11
O -2.2642 -1.1220 0.1080 -0.82
C -1.7891 -2.4830 -0.1494 -0.05
C -2.3580 -3.4468 0.8638 -0.64
O -2.6340 0.9904 1.2420 -0.85
C -4.0030 0.6250 1.6836 -0.06
C -4.2086 0.9599 3.1361 -0.64
H 1.5206 -0.9022 4.3945 0.25
H 1.1142 -2.0571 3.1012 0.21
H -0.0184 -1.7607 4.4236 0.26
H 0.8040 0.3359 2.3302 0.13
H -0.3351 0.5828 3.6701 0.23
H -0.6935 -2.4955 -0.1350 0.15
H -2.1418 -2.7221 -1.1502 0.22
H -2.0618 -3.1781 1.8770 0.23
H -2.0018 -4.4531 0.6440 0.25
H -3.4462 -3.4496 0.8152 0.25
H -4.1853 -0.4272 1.4781 0.21
H -4.6772 1.1917 1.0462 0.22
H -3.4883 0.4381 3.7684 0.21
H -5.2189 0.6768 3.4280 0.27
H -4.0913 2.0273 3.3233 0.23
```

Properties
charge: +3
E_HOMO (spin up / spin down): -18.1 / -18.1 eV
spin multiplicity: 2

3.
Molecular formula: C21H31ClO10P4V
Method: DFT, wB97M-V/def2-TZVPD

Structure (XYZ):
```
68
Properties=species:S:1:pos:R:3:nbo_charge:R:1
V 0.6273 0.8757 -0.4293 1.08
C 0.4891 -4.1635 2.1903 -0.94
P -0.0663 -2.6065 1.3746 0.89
C -1.8835 -2.6871 1.6799 -0.97
C 0.0052 -3.2145 -0.3775 -0.28
C -0.8317 -4.2460 -0.7893 -0.19
C -0.8290 -4.7118 -2.0962 -0.23
C 0.0380 -4.1324 -3.0110 -0.23
C 0.8822 -3.1065 -2.6033 -0.15
C 0.8805 -2.6398 -1.2877 -0.33
P 1.9368 -1.1831 -0.8015 0.88
C 3.0110 -1.8790 0.5299 -0.94
C 3.1945 -1.1439 -2.1275 -0.96
H -0.0729 -5.0404 1.8588 0.20
H 0.3701 -4.0520 3.2709 0.21
H 1.5481 -4.3224 1.9806 0.22
H -2.1682 -3.6198 2.1768 0.20
H -2.4239 -2.5896 0.7382 0.28
H -2.1736 -1.8438 2.3074 0.24
H -1.5327 -4.6719 -0.0796 0.20
H -1.5101 -5.4993 -2.3968 0.19
H 0.0533 -4.4599 -4.0441 0.19
H 1.5270 -2.6517 -3.3413 0.21
H 3.0184 -2.9698 0.4835 0.21
H 2.6527 -1.5495 1.5032 0.26
H 4.0212 -1.4938 0.3847 0.24
H 3.7243 -2.0979 -2.1908 0.21
H 3.8904 -0.3520 -1.8407 0.26
H 2.7773 -0.8884 -3.0985 0.25
O 0.0529 3.2070 2.5260 -1.02
P 0.5057 3.6708 1.0626 2.57
O 0.4252 5.1313 0.9465 -1.13
O -0.1892 2.7672 0.0355 -1.21
O 2.0893 3.2021 1.0201 -1.10
P 2.6564 1.7393 1.4210 2.52
O 3.4597 2.0108 2.7972 -0.99
O 3.5762 1.2557 0.3631 -1.13
O 1.4325 0.9045 1.7738 -1.16
H 0.2290 2.2583 2.6356 0.52
H 4.3034 2.4140 2.5837 0.49
C -3.4721 1.7294 -0.9801 -0.62
C -3.1861 0.7820 0.1845 0.13
C -4.4724 0.1919 0.7385 -0.60
O -2.6120 1.4997 1.2602 -0.73
C -2.2850 -0.3589 -0.3488 0.79
O -2.8399 -1.2883 -0.9518 -0.73
O -1.0480 -0.3186 -0.0650 -0.81
H -4.2094 2.4732 -0.6650 0.19
H -3.8547 1.1747 -1.8389 0.21
H -2.5630 2.2524 -1.2797 0.23
H -5.1508 1.0028 1.0170 0.19
H -4.2545 -0.3984 1.6311 0.20
H -4.9433 -0.4534 -0.0007 0.22
H -1.7985 1.9432 0.9449 0.50
Cl 2.4491 2.7243 -2.4011 0.05
C 2.1105 1.6271 -3.7117 0.02
C 3.0803 1.4373 -4.6744 -0.26
C 2.8989 0.4760 -5.6648 -0.30
C 1.7262 -0.2748 -5.6434 -0.23
C 0.7572 -0.0537 -4.6763 -0.26
C 0.8967 0.9138 -3.6570 -0.02
C -0.0612 1.1124 -2.5877 -0.93
H 3.9905 2.0215 -4.6233 0.21
H 3.6596 0.3111 -6.4174 0.19
H 1.5590 -1.0395 -6.3948 0.19
H -0.1494 -0.6497 -4.6699 0.21
H -0.2726 2.1773 -2.4486 0.22
H -0.9772 0.5450 -2.7619 0.20
```

Properties
charge: -2
E_HOMO (spin up / spin down): -1.6 / -1.7 eV
spin multiplicity: 4

4.
Molecular formula: C21H31CoN4O2PS4
Method: DFT, wB97M-V/def2-TZVPD

Structure (XYZ):
```
64
Properties=species:S:1:pos:R:3:nbo_charge:R:1
Co 0.7741 0.2115 -0.4285 1.28
N 4.0990 0.9093 2.2211 -0.76
C 2.9514 0.8804 1.5384 0.30
S 3.0584 0.4055 -0.1344 -0.14
N 1.8301 1.2006 2.1265 -0.40
N 0.7418 1.2086 1.3843 -0.32
C -0.4677 1.2429 1.8789 0.21
C -0.7684 1.1559 3.3081 -0.14
C -0.0800 1.9523 4.2227 -0.15
C -0.3670 1.8594 5.5708 -0.21
C -1.3173 0.9569 6.0229 -0.18
C -1.9905 0.1487 5.1198 -0.23
C -1.7255 0.2490 3.7672 -0.14
C -1.5024 1.3728 0.8632 0.17
C -2.8328 1.6847 1.1452 -0.21
C -3.7113 1.8925 0.0981 -0.13
C -3.2380 1.8158 -1.2038 -0.24
C -1.9074 1.4862 -1.4073 0.08
N -1.0750 1.2356 -0.4091 -0.54
H 4.9193 0.5011 1.8067 0.42
H 4.1010 1.1416 3.2009 0.42
H 0.6615 2.6530 3.8716 0.23
H 0.1463 2.4990 6.2718 0.22
H -1.5272 0.8762 7.0782 0.23
H -2.7375 -0.5486 5.4686 0.22
H -2.2299 -0.4014 3.0675 0.21
H -3.1559 1.7803 2.1686 0.25
H -4.7460 2.1287 0.2923 0.24
H -3.8881 2.0011 -2.0414 0.24
H -1.4949 1.4036 -2.4030 0.22
C 2.6078 4.6942 -0.4449 -0.73
S 1.0757 3.8860 -0.9709 0.15
C -0.0004 5.3454 -0.8925 -0.73
H 2.4784 5.0940 0.5574 0.22
H 2.8459 5.4946 -1.1405 0.22
H 3.3925 3.9464 -0.4571 0.23
H 0.3709 6.0944 -1.5861 0.22
H -0.0018 5.7368 0.1210 0.22
H -0.9991 5.0412 -1.1840 0.23
C -2.0465 -2.6408 -3.4595 -0.64
C -1.8125 -3.3754 -2.1476 0.11
C -2.5501 -2.7329 -0.9852 -0.64
O -0.4070 -3.4938 -1.8737 -0.84
P 0.5963 -2.3854 -1.3567 1.74
S 0.2422 -1.8489 0.5680 -0.47
S 0.6279 -0.7335 -2.5679 -0.54
O 1.9587 -3.1536 -1.2757 -0.84
C 2.6989 -3.8851 -2.2844 0.12
C 2.0238 -5.2130 -2.5837 -0.63
C 2.9071 -3.0414 -3.5288 -0.64
H -3.0871 -2.7560 -3.7495 0.23
H -1.4129 -3.0534 -4.2425 0.23
H -1.8218 -1.5818 -3.3489 0.21
H -2.1268 -4.4216 -2.2500 0.20
H -2.2915 -1.6759 -0.9085 0.20
H -2.2939 -3.2297 -0.0510 0.23
H -3.6189 -2.8253 -1.1489 0.23
H 3.6603 -4.0583 -1.7857 0.20
H 1.1226 -5.0576 -3.1710 0.21
H 1.7567 -5.7174 -1.6586 0.23
H 2.7040 -5.8515 -3.1407 0.23
H 1.9573 -2.8595 -4.0308 0.21
H 3.5689 -3.5644 -4.2145 0.23
H 3.3530 -2.0818 -3.2706 0.23
```

Properties
charge: +1
E_HOMO (spin up / spin down): -10.8 / -10.7 eV
spin multiplicity: 5

5.
Molecular formula: C21H31F5P2V
Method: DFT, wB97M-V/def2-TZVPD

Structure (XYZ):
```
60
Properties=species:S:1:pos:R:3:nbo_charge:R:1
P -0.0938 -1.9489 -2.5306 0.77
P 0.4110 1.3665 -2.3691 0.87
C -0.2324 -0.8737 -4.0736 -0.69
C 0.5368 0.4497 -3.9995 -0.70
H -1.3116 -0.7356 -4.2876 0.24
H 0.2008 -1.4792 -4.8845 0.24
H 1.6204 0.3439 -4.2116 0.24
H 0.1100 1.1619 -4.7226 0.24
C -1.2673 2.0383 -2.6644 -0.94
H -1.5221 2.7422 -1.8584 0.24
H -2.0206 1.2354 -2.7228 0.24
H -1.2162 2.5569 -3.6255 0.25
C 1.4195 2.8182 -2.7459 -0.95
H 0.9586 3.2822 -3.6255 0.25
H 2.4523 2.5044 -2.9666 0.26
H 1.3856 3.4981 -1.8794 0.24
C -1.0158 -3.4136 -3.0983 -0.94
H -0.9371 -4.1845 -2.3158 0.24
H -0.5612 -3.7737 -4.0268 0.24
H -2.0720 -3.1517 -3.2661 0.25
C 1.6063 -2.5053 -2.9618 -0.94
H 2.3194 -1.6660 -2.9784 0.23
H 1.5476 -2.9477 -3.9631 0.25
H 1.9377 -3.2717 -2.2478 0.23
V 0.3472 -0.3869 1.9239 1.45
C 0.7981 1.5584 0.5615 -0.14
C -0.5812 1.4147 0.6219 -0.26
C -1.4640 0.4560 -0.1501 -0.53
C -1.9511 -0.8589 0.4667 -0.49
C -0.9030 -1.9012 0.6953 -0.18
C 0.4614 -1.9294 0.3615 -0.20
C 1.2887 -0.8339 -0.2717 -0.72
C 1.8505 0.4456 0.4072 -0.57
C 1.0913 -1.6215 3.3723 -0.92
H 1.2125 2.5690 0.7069 0.28
H -1.1320 2.2733 1.0369 0.28
H -1.0056 0.1265 -1.1068 0.28
H -2.3452 1.0521 -0.4679 0.29
H -2.5541 -0.6022 1.3575 0.29
H -2.7059 -1.2957 -0.2308 0.31
H -1.3229 -2.8673 1.0224 0.28
H 0.9950 -2.8893 0.5057 0.29
H 0.6800 -0.3779 -1.0946 0.35
H 2.1312 -1.3366 -0.7876 0.31
H 2.5049 0.1827 1.2744 0.29
H 2.5900 0.8806 -0.2957 0.35
H 1.8303 -1.0740 3.9984 0.28
H 1.5185 -2.5494 2.9399 0.25
H 0.1579 -1.8206 3.9542 0.27
F -2.5547 0.1005 3.5833 -0.31
C -1.5809 0.7593 4.2726 0.31
C -0.2692 0.7074 3.8207 -0.36
C 0.6577 1.4360 4.5559 0.29
F 1.9449 1.5338 4.1138 -0.30
C 0.3313 2.1131 5.7413 0.34
F 1.2769 2.7461 6.4641 -0.26
C -0.9936 2.1377 6.1678 0.31
F -1.3446 2.8345 7.2661 -0.25
C -1.9616 1.4658 5.4275 0.30
F -3.2543 1.5056 5.8113 -0.26
```

Properties
charge: +2
E_HOMO (spin up / spin down): -14.3 / -14.4 eV
spin multiplicity: 2

6.
Molecular formula: C21H31MnO4
Method: DFT, wB97M-V/def2-TZVPD

Structure (XYZ):
```
57
Properties=species:S:1:pos:R:3:nbo_charge:R:1
O -0.3977 -0.3471 -2.8920 -0.57
C -0.2999 0.9206 -3.6573 -0.08
C -0.0706 0.3095 -5.0163 -0.47
H 0.5871 1.5010 -3.3745 0.21
H -1.2329 1.4925 -3.5562 0.18
C -0.0903 -1.0079 -4.1736 0.28
H 0.8918 0.5871 -5.4565 0.21
H -0.9220 0.4419 -5.6990 0.21
C 1.2467 -1.7150 -4.0489 -0.63
H 1.9446 -1.0242 -3.5506 0.23
H 1.6050 -2.0390 -5.0376 0.21
H 1.1257 -2.6131 -3.4235 0.21
C -1.2088 -1.8706 -4.7377 -0.62
H -2.1315 -1.2790 -4.7251 0.21
H -1.3707 -2.7925 -4.1692 0.21
H -0.9539 -2.1132 -5.7836 0.21
Mn -0.6765 -0.8260 2.2016 1.00
C -2.1908 -1.0768 3.7229 -0.34
C -1.9845 0.3255 3.6016 -0.27
C -2.2592 0.7114 2.2472 -0.29
H -1.9086 1.0384 4.4137 0.26
C -2.7060 -0.4529 1.5425 -0.37
C -2.6427 -1.5654 2.4508 -0.33
H -3.0158 -2.5598 2.2434 0.25
H -2.1546 -1.6156 4.6607 0.24
H -2.2931 1.7361 1.8798 0.25
H -3.0902 -0.4689 0.5243 0.26
C 0.5789 -1.8793 3.4937 -0.35
C -0.0631 -2.7923 2.5802 -0.33
C 0.4668 -2.5232 1.2606 -0.36
H -0.7330 -3.6068 2.8382 0.24
C 1.5407 -1.6065 1.3885 -0.29
C 1.5782 -1.1591 2.7383 -0.27
H 2.3846 -0.5653 3.1668 0.25
H 0.4883 -1.8656 4.5750 0.25
H 0.2491 -3.1170 0.3785 0.24
H 2.2433 -1.3193 0.6100 0.25
O 2.0591 1.2093 -1.6569 -0.55
C 1.1851 0.6355 -0.6593 -0.10
C -0.1430 1.3743 -0.6594 -0.43
H 1.6136 0.8196 0.3443 0.19
H 1.0800 -0.4452 -0.8080 0.20
C 0.3767 2.7950 -0.9070 -0.45
H -0.6993 1.2128 0.2699 0.21
H -0.7984 1.0227 -1.4532 0.22
C 1.7589 2.6493 -1.6317 -0.08
H 0.5666 3.2232 0.0839 0.22
H -0.3636 3.4285 -1.4101 0.21
H 2.5769 3.2411 -1.1241 0.18
H 1.7362 2.9913 -2.6940 0.17
C 1.1180 2.1042 4.8071 -0.26
O 0.3961 0.9588 4.2832 -0.57
C 0.3582 0.8039 2.9534 0.66
O 0.8551 1.6426 2.2126 -0.68
H 1.2382 1.8711 5.8630 0.20
H 0.4767 2.9778 4.6766 0.19
H 2.0744 2.2216 4.2930 0.20
```

Properties
charge: 0
E_HOMO (spin up / spin down): -6.5 / -8.4 eV
spin multiplicity: 5

7.
Molecular formula: C21H31N3O4
Method: DFT, wB97M-V/def2-TZVPD

Structure (XYZ):
```
59
Properties=species:S:1:pos:R:3:nbo_charge:R:1
C 2.5521 0.0608 -2.4332 -0.65
C 2.2886 1.3552 -1.6708 -0.06
O 1.9909 1.1470 -0.3015 -0.51
C 2.9968 0.9567 0.5961 0.27
C 4.3510 0.8939 0.2921 -0.24
C 5.2950 0.7500 1.2963 -0.21
C 4.9068 0.6684 2.6195 -0.24
C 3.5605 0.7152 2.9376 -0.19
C 2.6002 0.8447 1.9461 0.07
N 1.2419 0.9219 2.3043 -0.63
C 0.1815 0.3154 1.6780 0.82
O -0.9554 0.7447 1.8422 -0.70
N 0.5012 -0.7963 0.9838 -0.63
H 1.4845 -0.9959 0.8908 0.41
C -0.3694 -1.6150 0.1498 0.04
C -1.6219 -2.0672 0.9184 -0.41
C -1.2582 -2.9804 2.0862 -0.40
C -0.4855 -4.2014 1.6012 -0.40
C 0.7806 -3.7579 0.8773 -0.40
C 0.4314 -2.8445 -0.2928 -0.39
H 1.3381 -2.5169 -0.8065 0.21
H -0.1702 -3.3894 -1.0212 0.23
H 1.3259 -4.6275 0.5052 0.21
H 1.4311 -3.2337 1.5820 0.19
H -0.2282 -4.8423 2.4470 0.21
H -1.1111 -4.7800 0.9181 0.19
H -2.1716 -3.2918 2.5962 0.21
H -0.6498 -2.4221 2.8008 0.20
H -2.2719 -2.5988 0.2202 0.21
H -2.1591 -1.1975 1.2945 0.24
C -0.7986 -0.8246 -1.1137 0.69
O -0.5445 -1.2158 -2.2383 -0.65
N -1.4604 0.3056 -0.8407 -0.64
C -1.9666 1.1941 -1.8541 -0.25
H -1.4956 2.1785 -1.7602 0.18
H -1.7177 0.7712 -2.8300 0.24
C -3.4958 1.3465 -1.7497 0.10
H -3.9420 0.3443 -1.7853 0.18
O -3.9698 2.0862 -2.8666 -0.53
C -4.5122 3.3247 -2.4421 -0.06
H -5.6098 3.2634 -2.4642 0.16
C -4.0151 3.5539 -1.0163 -0.43
H -3.0297 4.0204 -1.0272 0.20
H -4.6931 4.1766 -0.4376 0.22
C -3.9235 2.1212 -0.4957 -0.44
H -4.9039 1.7799 -0.1614 0.21
H -3.2162 2.0096 0.3226 0.22
H -4.1912 4.0980 -3.1445 0.19
H -1.5672 0.5838 0.1317 0.43
H 0.9797 1.6335 2.9708 0.42
H 3.2370 0.6556 3.9660 0.22
H 5.6434 0.5664 3.4008 0.22
H 6.3409 0.7097 1.0329 0.22
H 4.6860 0.9754 -0.7294 0.21
H 3.1289 2.0536 -1.7713 0.17
H 1.3907 1.8347 -2.0695 0.20
H 3.3553 -0.5106 -1.9727 0.20
H 2.8330 0.2980 -3.4556 0.22
H 1.6523 -0.5488 -2.4564 0.25
```

Properties
structure (SMILES): CCOc1ccccc1NC(=O)NC1(C(=O)NC[C@H]2CCCO2)CCCCC1
charge: 0
E_HOMO: -8.6 eV